(1)
# C26H76ClN6O13

A cluster of 10 separate species, C26H76ClN6O13 in total (ωB97M-V/def2-TZVPD, the Open Molecules 2025 dataset).

Cartesian coordinates (Å):
1 Cl 0.058686 -1.400873 -1.002978
2 O -6.467717 2.413611 -3.642333
3 O -1.945017 -8.774070 0.348822
4 O -0.045324 -2.655279 -0.364900
5 O -0.510581 -0.462040 -0.065203
6 O 1.431870 -0.942952 -1.135808
7 O 3.006201 -6.160717 -2.362328
8 O -3.300577 -6.051876 7.116245
9 O 4.748186 1.440905 6.143799
10 O 0.651029 1.211681 -7.710803
11 O -4.677289 0.113527 3.178784
12 O -0.178944 5.873419 3.680594
13 O -0.726928 -1.368129 -2.188591
14 O 6.943412 3.825298 -2.822195
15 N 6.397188 3.468062 8.638893
16 N 0.339602 -1.784773 -7.726801
17 N -6.298628 -0.476418 -1.454000
18 N -1.530215 5.500119 1.116418
19 N -3.939250 -6.817586 -0.505728
20 N 4.273358 3.632568 -0.207943
21 C -1.988106 -6.120395 6.475113
22 C -2.254604 -8.551083 -1.031916
23 C -4.138895 -7.700947 -2.716058
24 C -3.748496 -8.004607 -1.241854
25 C -1.785201 -4.917941 5.642061
26 C 1.497105 1.912319 -6.762445
27 C -0.568857 -8.827836 0.663933
28 C 0.178931 7.212390 4.040871
29 C -2.154325 6.061378 2.285005
30 C -6.388115 3.807916 -3.413677
31 C -1.617093 5.616873 3.592434
32 C 2.348987 -1.990820 -8.945055
33 C -8.227175 0.085279 -2.824482
34 C 1.369622 0.319770 -8.628360
35 C 6.123021 2.295980 7.779375
36 C -3.655530 5.878586 2.200595
37 C 5.637344 3.764138 -0.675795
38 C 1.574318 -1.100200 -8.001964
39 C 6.266495 1.017689 8.596696
40 C 5.624296 3.799983 -2.159878
41 C 6.427131 2.561941 -0.130836
42 C 6.802019 3.667336 -4.239170
43 C -6.706720 0.290521 -2.578687
44 C -6.312753 1.744055 -2.402331
45 C 3.524767 1.044935 5.632997
46 C 4.679471 2.414016 7.144565
47 H -4.111268 6.400184 3.042222
48 H -2.123713 6.241610 4.328056
49 H 6.007339 1.606854 -0.446573
50 H 6.076951 0.169466 7.938912
51 H 2.502459 -5.460341 -1.947665
52 H 2.171589 -0.964793 -7.100283
53 H -8.449972 0.737529 -3.668907
54 H 0.809373 2.526822 -6.181486
55 H -5.366040 -0.107099 2.551743
56 H -1.669183 4.500760 1.070883
57 H 0.031862 -9.506574 0.058499
58 H -1.572639 -7.914932 -1.596120
59 H -3.545114 -6.893085 -3.143696
60 H 1.772748 -2.137242 -9.858624
61 H -0.234459 7.494104 5.009297
62 H 3.328385 -1.532291 -9.081490
63 H 6.201473 2.827811 -4.589377
64 H -6.968483 2.098319 -1.606961
65 H 3.881689 2.797718 -0.619896
66 H -1.197878 -6.324526 7.197574
67 H 5.577086 3.446972 9.228029
68 H -3.494940 -7.008759 0.380922
69 H -6.821346 4.304561 -4.281855
70 H 5.162760 2.873414 -2.501286
71 H 5.503207 0.960658 9.372740
72 H -3.994692 6.325307 1.265980
73 H -3.963631 4.838497 2.307281
74 H -5.303463 -0.469804 -1.626308
75 H -1.938843 7.129092 2.244185
76 H -2.632421 -4.602666 5.033022
77 H -0.298119 -9.035842 1.699087
78 H -0.527803 5.610272 1.172447
79 H 1.992161 1.083823 -6.255871
80 H -5.189549 -7.411195 -2.732880
81 H 2.320794 2.501375 -7.165735
82 H 6.618577 2.724447 0.929845
83 H -2.188109 -9.551171 -1.460282
84 H -1.470826 -4.066690 6.245898
85 H 2.573241 -6.301608 -3.204302
86 H -5.316145 1.906835 -1.991977
87 H -3.879447 0.161009 2.652062
88 H 2.906790 1.882968 5.310633
89 H 4.190822 3.556350 0.795794
90 H -0.317861 -1.319699 -7.117249
91 H -6.462866 -1.466633 -1.566301
92 H -0.121612 7.911829 3.260768
93 H 3.444637 0.297274 4.843889
94 H 1.260618 7.337246 3.991232
95 H -8.437333 -0.942355 -3.120990
96 H 0.691940 0.142471 -9.463472
97 H -8.793538 0.316438 -1.922331
98 H 7.465320 2.521536 -0.460424
99 H 6.008497 4.695994 -0.249201
100 H -6.278797 -0.022549 -3.531025
101 H -3.356980 -5.380584 7.800187
102 H -4.385877 -8.736115 -0.745133
103 H 2.295837 0.689762 -9.068066
104 H 6.898204 2.314361 7.013319
105 H -0.030557 -7.893902 0.502410
106 H 3.928116 2.155560 7.890739
107 H 7.219819 0.983519 9.124061
108 H -1.832461 4.564180 3.775623
109 H 2.996200 0.638597 6.495325
110 H -2.075253 -6.992940 5.827673
111 H -6.954143 4.188885 -2.563644
112 H 6.336639 4.557896 -4.661558
113 H -5.367128 4.175137 -3.309547
114 H 6.338166 4.303081 8.073771
115 H 7.773894 3.600114 -4.728101
116 H -0.975215 -5.193039 4.966527
117 H 5.035288 4.616595 -2.577373
118 H -4.033231 -8.615525 -3.299573
119 H -0.187480 -1.927034 -8.576532
120 H 4.514268 3.367368 6.642636
121 H 2.516749 -2.969071 -8.494513
122 H -3.221781 -6.202290 -0.861742

Cartesian forces, eV/Å:
-0.2 3.2 2.8
-0.3 0.6 1.2
0.0 0.8 0.3
0.7 -2.6 -0.1
-0.9 0.9 0.3
0.0 -1.2 -1.4
0.2 -0.3 0.0
0.4 -0.7 0.0
0.9 -0.8 -1.3
1.3 0.2 -1.4
-0.1 0.1 0.3
-0.4 -0.2 0.3
0.3 -0.3 -1.6
-0.9 -0.4 0.2
-0.3 -0.9 0.0
-0.8 -0.3 0.5
1.7 -0.3 0.5
0.4 -0.3 -0.5
0.7 1.4 1.0
-0.9 0.5 -0.7
-2.2 -0.4 0.5
-1.2 -1.0 -0.7
0.2 -1.2 1.0
1.2 -1.2 -0.3
1.2 0.7 -0.5
-0.4 -1.7 -0.6
1.2 0.6 -0.5
-0.3 -0.5 -1.0
-0.3 0.4 -0.9
-0.2 0.6 -1.0
1.2 0.8 0.7
0.4 0.2 0.4
1.0 0.7 -0.1
-1.1 -0.7 1.0
-0.4 1.1 0.3
0.0 0.4 0.5
0.7 -0.7 1.5
-0.1 0.9 -0.3
-0.5 0.2 -0.2
0.8 -0.3 -2.2
1.6 0.8 -0.3
0.0 0.8 0.3
-1.9 -0.3 -1.6
-0.5 -0.5 0.3
-2.0 0.1 1.0
2.4 -1.0 -0.4
-0.2 0.2 0.0
0.0 -0.2 0.6
-0.4 0.1 0.5
0.4 -0.1 0.1
-0.1 0.3 0.2
-0.2 -0.2 0.3
-0.6 0.0 0.1
0.4 -0.3 0.3
-0.2 -0.1 -0.2
-0.2 -0.3 0.0
-0.4 -0.6 -0.3
0.4 0.4 0.5
0.1 -0.1 0.1
0.3 0.1 -0.3
0.1 0.1 0.1
0.0 -0.1 -0.7
-0.1 -0.4 0.5
-0.4 0.7 -0.1
-0.3 -0.2 0.2
0.1 0.2 0.1
0.0 0.7 0.7
-0.5 0.0 0.9
0.1 -0.1 -0.2
-0.3 -0.2 0.0
-0.2 0.2 0.1
-0.2 -0.3 0.1
0.1 -0.1 -0.3
0.8 0.0 1.1
-0.2 0.3 -0.1
-0.1 -0.4 0.2
-1.1 -0.4 0.2
0.2 0.1 0.0
0.0 0.5 1.1
0.1 0.1 0.0
-0.3 0.3 -0.7
-0.8 -0.6 0.3
0.0 -0.1 -0.6
0.1 0.1 -0.1
-0.1 0.0 -0.2
0.4 -0.4 -0.2
0.3 0.0 -0.2
0.1 0.4 -0.2
0.2 0.0 0.0
0.4 0.4 0.3
-0.7 -0.2 -0.2
-0.6 0.2 0.1
1.2 0.0 0.0
0.1 -0.6 0.5
0.1 0.0 0.0
-0.2 0.3 -0.1
-0.1 0.2 -0.1
0.1 0.2 -0.7
0.4 0.1 -0.1
0.5 -0.2 -0.2
0.4 0.2 -0.1
-0.3 -0.4 -0.6
0.2 0.6 0.4
-0.3 -0.2 -0.4
-0.4 0.6 -0.3
-0.3 0.2 0.2
0.1 -0.1 -0.4
0.4 -0.1 0.1
-0.6 -0.4 0.0
0.0 -0.1 0.1
-0.2 -0.5 0.3
-0.2 0.2 0.0
0.3 -0.2 0.1
-0.1 0.2 0.0
0.2 -0.1 0.5
0.2 0.5 -0.2
-0.1 0.2 0.2
0.1 0.1 -0.3
0.1 -0.1 -0.3
-0.2 0.4 0.5
-0.1 0.0 0.0
-0.1 1.0 -0.4

Computed properties:
- ΔE to the lowest compared entry with this formula, charge and spin: 0.0 kJ/mol
- E: -76263.5411 eV
- Lowest unoccupied orbital energy: 2.063 eV
- F_max: 4.30 eV Å⁻¹
- Total charge: -1
- Gap between HOMO and LUMO: 0.287 Eh

(2)
# C26H78O13

A cluster of 13 separate species, C26H78O13 in total (ωB97M-V/def2-TZVPD, the Open Molecules 2025 dataset).

Cartesian coordinates (Å):
1 O 4.795935 -2.331602 0.740667
2 O 2.762196 -1.557482 -4.335972
3 O 0.687595 2.230791 3.525813
4 O -0.416813 5.819642 -3.893935
5 O -4.489386 0.405821 0.188340
6 O 3.058003 -4.069895 1.934458
7 O 2.025939 0.814375 -2.848576
8 O -0.588022 -1.850492 5.418260
9 O -2.659963 1.964543 -0.910975
10 O 0.023615 1.041804 -0.758197
11 O -1.853937 3.409864 3.925885
12 O -1.372061 -0.377581 -6.437496
13 O -2.386548 -4.887599 -0.976694
14 C -5.785066 -1.741239 0.208878
15 C 4.403219 -1.092592 1.292135
16 C -1.741513 -3.677418 -0.493711
17 C 3.110349 0.806977 -1.978487
18 C 1.378235 -1.227676 4.330804
19 C 2.387331 -4.701324 -0.142481
20 C 1.596068 2.722245 2.519179
21 C -0.988906 0.195148 1.216991
22 C -1.510843 0.530426 -4.191113
23 C 0.760245 4.008523 -3.021838
24 C 1.800727 -2.604307 -4.273783
25 C -3.247897 2.252764 5.322725
26 C -4.159806 3.574484 0.153936
27 C 5.311621 -0.890796 2.465174
28 C 2.990989 2.166398 2.799692
29 C 0.865757 -2.396008 -3.076333
30 C -2.287951 -3.404709 0.936213
31 C -0.609432 0.212407 -5.403287
32 C 1.951578 -3.985275 1.091732
33 C 3.161293 2.117624 -1.206429
34 C -4.694053 -0.850220 -0.501133
35 C 0.100009 -0.035992 0.130384
36 C 0.058674 4.537402 -4.265434
37 C -2.753808 3.302262 -0.330105
38 C 0.310840 -2.309417 4.401599
39 C -2.408574 2.156614 4.086712
40 H 0.714814 4.629990 -5.130879
41 H -3.032439 1.835616 3.252528
42 H 1.668656 4.567393 -2.796985
43 H 1.172867 -4.516155 1.639335
44 H 5.283651 -1.694228 3.201260
45 H 1.246674 -2.821630 -2.147977
46 H -4.866732 3.569094 -0.675715
47 H 1.037218 -0.381792 3.733898
48 H -2.664884 2.214006 6.242883
49 H -0.800667 3.903342 -4.483647
50 H -0.760513 1.153383 1.683605
51 H 2.224203 2.279714 -0.673802
52 H 0.487791 -1.378433 -2.977454
53 H 0.249482 -0.350978 -5.038656
54 H -2.001656 -0.381026 -3.849854
55 H -2.049825 -2.398032 1.279702
56 H -0.660788 -3.812843 -0.451362
57 H 1.178349 -2.627118 -5.168335
58 H 0.044787 3.941615 -2.202237
59 H -3.753923 -1.389842 -0.615437
60 H -3.968801 1.435361 5.339077
61 H 0.703641 0.932003 -1.426860
62 H 1.557999 -4.744810 -0.848463
63 H -6.771557 -1.281156 0.265927
64 H 1.650917 -2.950104 0.930127
65 H 3.413642 -1.861137 -4.972387
66 H -3.842316 0.950283 -0.266044
67 H 3.809106 -3.609546 1.552979
68 H -2.143885 0.143902 -6.669759
69 H -1.240353 -2.538723 5.567942
70 H -0.229623 1.135986 -5.840158
71 H 2.130307 0.181323 -3.562686
72 H -0.988884 1.013531 -3.365120
73 H 3.939848 2.077496 -0.444641
74 H 2.631292 -5.746827 0.045979
75 H 6.316413 -0.734806 2.072540
76 H 0.980770 2.952146 -3.175255
77 H -0.087290 2.794291 3.465524
78 H 3.350726 -1.112280 1.574936
79 H -0.906812 6.263016 -4.590299
80 H 1.658380 3.810430 2.527493
81 H -2.019983 -5.607093 -0.457511
82 H 1.091362 0.031747 0.578411
83 H 2.991604 1.076425 2.792436
84 H -3.756729 3.216266 5.293616
85 H -0.030201 -2.993669 -3.244161
86 H -1.973278 -4.146128 1.670630
87 H -0.049218 -0.947112 -0.448997
88 H 3.443610 2.501484 3.732936
89 H -2.260594 1.290990 -4.409109
90 H 4.564816 -0.346221 0.514370
91 H -5.025277 -0.689122 -1.527024
92 H -1.605017 1.447501 4.285569
93 H 3.355326 2.989428 -1.831256
94 H 2.972152 -0.106105 -1.399444
95 H -0.833608 -0.549416 1.997768
96 H 5.403242 -2.187911 0.011191
97 H -5.452672 -2.067350 1.194403
98 H 2.335740 -1.611519 3.978772
99 H -4.536500 2.773027 0.789437
100 H -0.339732 -2.414869 3.533427
101 H -1.995955 0.093651 0.812482
102 H 1.269867 2.471485 1.509821
103 H 2.333418 -3.551920 -4.193892
104 H 3.191586 -4.176056 -0.657602
105 H -5.964355 -2.648257 -0.368427
106 H -2.110400 3.345176 0.548698
107 H 4.035954 0.642067 -2.530003
108 H 0.706816 -3.289362 4.668112
109 H -1.957463 -2.900758 -1.227379
110 H -2.416860 4.112404 -0.976816
111 H -1.730273 1.759783 -1.034813
112 H -2.533718 4.056028 3.720996
113 H 3.707418 2.500981 2.049436
114 H 4.957717 -0.042460 3.050976
115 H 1.559206 -0.761135 5.299149
116 H -4.223446 4.526164 0.681521
117 H -3.370775 -3.529083 0.946958

Cartesian forces, eV/Å:
-0.6 -0.9 -0.3
-0.6 0.1 0.2
0.8 0.3 -0.8
-0.2 0.9 0.3
-1.3 -1.7 0.4
0.3 0.1 2.1
-1.7 1.2 -0.7
-0.3 -0.1 0.6
-0.7 1.9 0.0
-0.7 1.1 -0.5
1.6 1.5 -1.1
0.4 -1.5 -0.3
0.5 0.7 -0.1
1.0 0.4 -0.5
0.6 -0.3 -0.1
-0.8 -1.0 1.1
0.9 -0.4 0.0
0.0 0.1 -0.4
-1.4 -0.2 -1.5
0.6 -0.2 0.7
1.4 -0.8 -0.5
0.3 0.3 -0.2
-0.4 -0.9 -0.8
-0.5 0.2 0.8
-0.8 -0.6 0.5
-0.5 -0.5 -0.4
-0.3 1.0 0.8
0.1 0.0 -0.3
-0.3 -0.9 -0.3
-0.2 0.2 -0.7
-1.2 1.8 0.7
0.9 -0.6 0.3
-0.1 -0.5 0.4
-0.9 0.2 0.5
-0.8 0.4 0.9
-0.2 0.2 0.8
0.1 -0.7 0.7
-0.4 0.6 0.7
-0.7 -0.9 1.1
0.1 -0.3 -0.1
0.2 0.0 -0.3
-0.2 0.0 0.2
-0.4 0.1 -0.2
0.1 -0.4 -0.5
0.4 0.6 0.1
0.0 0.3 -0.2
0.1 -0.1 -0.3
0.1 0.0 -0.1
0.0 -0.3 -0.3
-0.4 0.1 -0.1
-0.1 0.1 0.0
0.4 0.1 0.2
-0.2 -0.6 -0.7
0.0 0.0 0.1
0.1 -0.1 0.1
0.1 0.0 -0.1
0.1 0.0 -0.3
0.1 0.7 0.2
0.1 -0.2 0.4
-0.2 0.1 0.2
0.3 0.0 -0.7
-0.2 0.0 -0.4
0.2 0.5 0.2
-0.2 0.2 -0.2
0.7 0.2 -0.3
0.6 0.1 -0.6
0.3 0.3 -0.4
0.2 0.3 0.4
-0.1 0.0 0.0
0.4 0.3 0.4
0.5 -0.6 -0.2
0.5 -0.4 0.1
0.2 -0.1 0.0
0.3 0.2 0.3
0.1 0.0 0.4
0.6 0.0 -0.2
-0.4 0.2 0.2
-0.1 -0.2 -0.1
0.1 -0.3 -0.2
-0.2 0.2 0.2
0.0 -0.2 0.0
0.2 -0.7 0.3
-0.1 0.0 0.0
-0.4 -0.1 0.2
-0.2 -0.2 -0.3
0.6 0.0 -0.1
0.1 -0.4 0.3
-0.5 0.0 0.3
-0.3 -0.2 -0.5
-0.2 0.4 0.2
-0.2 0.3 -0.1
0.1 0.0 -0.5
0.0 -0.2 -0.2
0.4 0.2 0.9
-0.2 -0.1 0.1
0.2 0.0 -0.5
-0.1 0.2 0.1
-0.1 0.0 -0.3
0.3 0.0 0.3
0.7 0.0 -0.7
0.1 0.3 0.1
-0.1 -0.4 -0.1
-0.1 -0.2 0.1
0.2 -0.1 0.2
0.3 -0.1 -0.2
0.3 -0.1 0.1
0.2 0.1 -0.1
0.2 0.0 0.0
-0.2 0.0 0.2
0.0 -0.3 -0.5
0.7 -0.3 0.0
0.0 0.0 0.0
-0.1 0.0 -0.3
0.4 0.5 -0.1
-0.1 -0.5 0.3
0.1 0.0 -0.1
-0.1 0.3 -0.3

Computed properties:
- ΔE to the lowest compared entry with this formula, charge and spin: 31.4 kJ/mol
- E: -54840.4467 eV
- 2S+1: 2
- Lowest unoccupied orbital energy (spin up / spin down): 2.083 / 2.080 eV
- F_max: 2.43 eV Å⁻¹
- Total charge: -1
- Gap between HOMO and LUMO (spin up / spin down): 0.064 / 0.352 Eh